C21H29Cl2O4Tc as an isolated structure, computed with ωB97M-V with the def2-TZVPD basis set.

Last column: natural (NBO) charge in e.
CARTESIAN COORDINATES (ANGSTROEM)
O  0.07  -0.42  -3.15  -0.589
C  0.16  0.85  -3.91  -0.068
C  0.11  0.25  -5.29  -0.466
H  1.10  1.35  -3.71  0.191
H  -0.69  1.50  -3.67  0.186
C  0.14  -1.06  -4.48  0.290
H  1.00  0.44  -5.89  0.229
H  -0.84  0.45  -5.78  0.228
C  1.46  -1.80  -4.66  -0.629
H  2.28  -1.13  -4.40  0.212
H  1.59  -2.10  -5.71  0.231
H  1.46  -2.69  -4.03  0.220
C  -1.09  -1.91  -4.72  -0.626
H  -1.98  -1.34  -4.44  0.216
H  -1.02  -2.80  -4.10  0.217
H  -1.17  -2.21  -5.77  0.230
Tc  -0.31  -0.79  2.56  0.603
C  -2.02  -1.08  3.89  -0.322
C  -2.22  0.34  4.11  -0.104
C  -2.51  0.94  2.87  -0.240
H  -2.23  0.82  5.08  0.256
C  -2.47  -0.05  1.84  -0.272
C  -2.29  -1.35  2.48  -0.295
H  -2.50  -2.30  2.04  0.251
H  -1.96  -1.81  4.69  0.253
H  -2.83  1.97  2.73  0.239
H  -2.71  0.07  0.79  0.236
C  0.67  -2.20  3.92  -0.217
C  -0.17  -2.89  2.98  -0.230
C  0.28  -2.61  1.65  -0.260
H  -0.98  -3.56  3.26  0.259
C  1.46  -1.79  1.77  -0.264
C  1.70  -1.54  3.17  -0.187
H  2.54  -1.00  3.61  0.271
H  0.59  -2.20  5.00  0.273
H  -0.16  -2.95  0.73  0.254
H  2.08  -1.44  0.95  0.248
O  1.58  1.18  -1.63  -0.082
C  0.55  0.46  -0.89  -0.134
C  -0.76  1.22  -1.02  -0.441
H  0.91  0.53  0.17  0.289
H  0.50  -0.59  -1.15  0.281
C  -0.26  2.68  -1.05  -0.447
H  -1.34  1.07  -0.11  0.261
H  -1.38  0.95  -1.89  0.248
C  1.24  2.55  -1.29  -0.136
H  -0.40  3.15  -0.06  0.254
H  -0.75  3.30  -1.80  0.241
H  1.74  2.71  -0.32  0.277
H  1.64  3.28  -2.01  0.249
Cl  3.43  2.05  3.69  0.001
C  1.80  2.72  3.89  -0.297
Cl  1.33  3.93  2.68  -0.022
C  0.85  1.52  3.86  0.754
O  0.43  1.07  4.92  -0.622
O  0.61  1.08  2.66  -0.751
H  1.72  3.17  4.88  0.253

**Expectation value of S²**: 3.7732
**Net charge**: +1
**Spin multiplicity**: 4
**HOMO level (alpha / beta)**: -9.62 / -10.77 eV
**Frontier orbital gap (alpha / beta)**: 7.52 / 2.65 eV
**LUMO (alpha / beta)**: -2.10 / -8.13 eV

C25H29IrN2O10Se as an isolated structure, computed with ωB97M-V with the def2-TZVPD basis set.

Last column: natural (NBO) charge in e.
CARTESIAN COORDINATES (ANGSTROEM)
Ir  0.00  0.57  0.97  1.596
N  -0.32  -0.42  -0.78  -0.737
C  -1.74  -0.63  -1.16  -0.322
C  -2.55  -0.66  0.11  0.663
O  -3.68  -1.09  0.19  -0.613
N  -1.86  -0.07  1.12  -0.500
C  -2.28  -0.15  2.50  -0.361
C  -1.11  -0.76  3.25  0.794
O  -1.17  -1.30  4.33  -0.594
O  0.02  -0.60  2.58  -0.714
H  0.15  0.14  -1.49  0.406
H  0.13  -1.37  -0.72  0.450
H  -1.85  -1.55  -1.72  0.250
H  -2.08  0.23  -1.74  0.216
H  -3.18  -0.77  2.59  0.253
H  -2.48  0.85  2.90  0.222
C  3.94  0.86  0.67  -0.615
C  3.03  0.23  1.72  0.138
C  3.79  -0.66  2.69  -0.631
O  2.08  -0.57  0.99  -0.722
C  2.36  1.40  2.49  0.771
O  3.06  2.05  3.25  -0.633
O  1.13  1.72  2.20  -0.721
H  4.48  0.07  0.14  0.211
H  4.64  1.53  1.15  0.229
H  3.34  1.42  -0.05  0.219
H  4.34  -1.42  2.14  0.209
H  3.09  -1.15  3.37  0.228
H  4.47  -0.06  3.29  0.239
H  1.73  -1.28  1.57  0.539
C  0.20  -9.15  -1.98  -0.620
C  0.14  -7.75  -1.42  -0.039
C  1.16  -6.83  -1.65  -0.231
C  1.12  -5.54  -1.14  -0.074
C  2.26  -4.61  -1.43  -0.631
C  0.02  -5.12  -0.37  -0.050
Se  -0.03  -3.36  0.37  -0.583
C  -1.02  -6.04  -0.13  -0.061
C  -2.23  -5.70  0.69  -0.645
C  -0.93  -7.32  -0.66  -0.234
H  1.10  -9.29  -2.58  0.203
H  -0.66  -9.36  -2.62  0.205
H  0.21  -9.89  -1.19  0.206
H  2.02  -7.13  -2.25  0.186
H  3.06  -5.13  -1.97  0.190
H  2.66  -4.19  -0.50  0.231
H  1.93  -3.75  -2.02  0.215
H  -2.28  -4.64  0.92  0.253
H  -2.22  -6.25  1.64  0.208
H  -3.14  -5.98  0.16  0.200
H  -1.75  -8.02  -0.46  0.188
O  0.48  2.05  -0.32  -0.727
C  -0.31  3.01  0.11  0.779
O  -1.23  2.74  0.88  -0.630
C  -0.04  4.39  -0.37  -0.169
C  0.89  4.61  -1.38  -0.158
C  1.16  5.90  -1.84  -0.268
C  0.47  6.92  -1.24  0.234
O  0.55  8.26  -1.51  -0.482
C  -0.27  8.91  -0.53  0.236
O  -0.99  7.90  0.18  -0.492
C  -0.45  6.70  -0.23  0.275
C  -0.73  5.45  0.23  -0.218
H  1.41  3.76  -1.80  0.233
H  1.87  6.09  -2.63  0.227
H  -0.98  9.56  -1.03  0.163
H  0.36  9.46  0.17  0.153
H  -1.45  5.25  1.02  0.252

**Expectation value of S²**: 0.7543
**Net charge**: -1
**Spin multiplicity**: 2
**HOMO level (alpha / beta)**: -3.98 / -3.98 eV
**Frontier orbital gap (alpha / beta)**: 5.97 / 5.26 eV
**LUMO (alpha / beta)**: 1.99 / 1.28 eV

Calculated max |F| in order - 2.87; 1.29 eV/Å